Below is 2 unconnected molecules or ions with the total composition C3H5BrO, with properties calculated with ωB97M-V/def2-TZVPD.

## Properties
Lowest unoccupied orbital energy ... 0.0 eV
Kohn-Sham gap ... 0.331 Ha

Atoms and positions in Å:
Br -0.480 2.048 -0.585
H -1.999 0.117 0.814
O 1.043 -0.042 -1.588
C -1.290 -0.614 0.992
C -0.080 -0.726 0.393
C 0.484 0.364 -0.438
H -1.801 -1.284 1.751
H 1.510 0.693 -2.139
H 1.865 0.951 0.354
H 0.750 -1.505 0.447

Here are the natural (NBO) charges for atoms 1 to 4, given in e: -0.01 0.20 -0.72 -0.34

=====

Below is C3H5BrO in the gas phase, with properties calculated with ωB97M-V/def2-TZVPD.

## Properties
Lowest unoccupied orbital energy ... 0.5 eV
Kohn-Sham gap ... 0.382 Ha
SMILES string ... C[C@@H](Br)C=O

Atoms and positions in Å:
H 0.636 0.580 -1.172
O 0.243 -2.547 0.153
Br -2.139 0.909 -0.150
C 0.737 0.952 -0.060
C -0.439 0.173 0.614
H 1.720 0.488 0.330
H 0.634 2.082 -0.070
H -0.613 0.149 1.634
H -0.583 -1.347 -1.170
C -0.194 -1.439 -0.108

Here are the natural (NBO) charges for atoms 1 to 4, given in e: 0.22 -0.50 -0.03 -0.66

=====

Below is C3H5BrO2 in the gas phase, with properties calculated with ωB97M-V/def2-TZVPD.

## Properties
Lowest unoccupied orbital energy ... 0.9 eV
Kohn-Sham gap ... 0.405 Ha
SMILES string ... O[C@H](Br)[C@H]1CO1

Atoms and positions in Å:
C -1.355 1.067 -0.242
O 0.797 -1.893 -0.122
O -1.478 -0.254 0.273
H -1.896 1.777 0.427
C -0.270 0.326 0.418
H -1.318 1.385 -1.211
H 1.030 -2.332 0.694
H 0.832 -0.527 -1.498
Br 2.724 0.235 0.130
C 0.960 -0.525 -0.312
H -0.027 0.741 1.442

Here are the natural (NBO) charges for atoms 1 to 4, given in e: -0.11 -0.71 -0.46 0.18

=====

Below is C3H5BrS2 in the gas phase, with properties calculated with ωB97M-V/def2-TZVPD.

## Properties
Lowest unoccupied orbital energy (spin up / spin down) ... -3.2 / -3.2 eV
Kohn-Sham gap (spin up / spin down) ... 0.204 / 0.204 Ha

Atoms and positions in Å:
H -1.581 -1.396 -0.580
C -0.563 -0.042 0.575
H -0.065 0.262 1.410
S 2.892 -1.614 0.012
C -0.597 1.156 -0.377
S 0.798 2.169 0.142
H -1.628 1.602 -0.515
H -0.219 0.769 -1.428
H -0.930 -2.138 0.966
C -1.024 -1.216 0.278
Br 2.918 0.449 -0.483

Here are the natural (NBO) charges for atoms 1 to 4, given in e: 0.19 -0.21 0.20 -0.25

=====

Below is 2 unconnected molecules or ions with the total composition C3H5Cl, with properties calculated with ωB97M-V/def2-TZVPD.

## Properties
Lowest unoccupied orbital energy ... 0.8 eV
Kohn-Sham gap ... 0.408 Ha
SMILES string ... C#CCl.C

Atoms and positions in Å:
Cl -2.116 0.439 0.915
C 1.322 -0.409 0.821
H 0.754 -0.602 -0.008
H 1.885 -1.237 1.019
H -1.102 0.622 -2.801
C -1.481 0.474 -1.798
H 0.686 -0.266 1.665
C -1.845 0.462 -0.688
H 1.898 0.516 0.876

Here are the natural (NBO) charges for atoms 1 to 4, given in e: 0.13 -0.84 0.21 0.21

=====

Below is C3H5Cl2F in the gas phase, with properties calculated with ωB97M-V/def2-TZVPD.

## Properties
Lowest unoccupied orbital energy ... 0.8 eV
Kohn-Sham gap ... 0.441 Ha
SMILES string ... CCC(F)(Cl)Cl

Atoms and positions in Å:
Cl 0.316 1.647 -0.158
Cl 1.539 -0.945 -0.331
H -1.222 0.091 -1.433
H -0.880 -1.508 -0.906
H -3.065 0.372 0.255
H -3.114 -0.740 -1.005
H -2.785 -1.176 0.612
F 0.057 -0.301 1.528
C 0.187 -0.069 0.148
C -2.556 -0.454 -0.118
C -1.127 -0.519 -0.525

Here are the natural (NBO) charges for atoms 1 to 4, given in e: 0.00 0.07 0.23 0.22

=====

The calculation returns the following energy relative to the best compared isomer or geometry (same formula, charge and spin) values, one per record and in order: 68.18; 25.24; 54.28; 60.32; 50.55; 18.73 kcal per mole.